1.
The following is a quantum chemistry calculation of the molecule C7H7N3O in a non-equilibrium geometry, from the Open Molecules 2025 dataset.

Properties
- E: -510.3222 hartree
- Structure (SMILES): C=C[C@H](C#N)n1[nH]ccc1=O
- Gap between HOMO and LUMO: 0.33066 hartree
- HOMO: -0.31426 Eh

Each line ends with the natural charge from an NBO analysis.
Positions of all 18 atoms, in Å:
C  2.53710  1.38553  -0.68229  -0.358
C  1.32007  1.14271  -0.26829  -0.221
C  0.82833  0.15786  0.77451  -0.200
C  1.63497  -0.90291  1.27124  0.254
N  2.24659  -1.69994  1.81894  -0.257
N  -0.60152  -0.37080  0.26586  -0.240
N  -0.83668  -0.28448  -1.04850  -0.386
C  -2.14313  -0.53322  -1.17645  0.025
C  -2.67803  -0.87029  0.05075  -0.404
C  -1.67544  -0.79457  1.06296  0.595
O  -1.66319  -0.78208  2.23665  -0.619
H  2.63088  2.19135  -1.53083  0.210
H  3.52028  1.13449  -0.26657  0.224
H  0.49007  1.57239  -0.72717  0.220
H  0.53807  0.84067  1.65189  0.289
H  0.00911  -0.39287  -1.57870  0.425
H  -2.55467  -0.60734  -2.13183  0.216
H  -3.60284  -1.18651  0.27783  0.225



2.
The following is a quantum chemistry calculation of a cluster of 9 separate species, C17H52N6O9 in total in a non-equilibrium geometry, from the Open Molecules 2025 dataset.

Properties
- E: -1684.0559 hartree
- Gap between HOMO and LUMO: 0.22857 hartree
- HOMO: -0.22067 Eh

Each line ends with the Löwdin charge.
Positions of all 84 atoms, in Å:
C  -4.05941  2.98155  0.52370  -0.184
O  -2.76289  3.43146  0.76577  -0.130
H  -4.68294  3.73765  1.05186  0.085
H  -4.19547  2.10062  1.07130  0.044
H  -4.46606  2.92982  -0.53282  0.109
H  -2.60963  3.53173  1.70302  0.079
C  -0.10696  -2.70238  -4.83454  -0.141
O  0.86203  -2.51629  -3.87235  -0.176
H  -0.75339  -1.80916  -4.84891  0.093
H  -0.49110  -3.72716  -4.74077  0.090
H  0.54323  -2.70973  -5.73581  0.092
H  1.19576  -3.38494  -3.61488  0.096
C  2.14573  -3.24542  -1.14450  -0.581
O  2.32923  -1.87795  -1.37310  -0.084
N  3.13833  -4.10390  -1.12672  0.139
N  0.92634  -3.76135  -1.02629  0.159
H  4.04916  -3.67696  -0.88748  0.132
H  3.02893  -5.03047  -0.76569  0.089
H  0.15478  -3.10243  -0.96957  0.087
H  0.70470  -4.71584  -0.75970  0.112
C  0.76340  -2.89809  3.41989  -0.531
O  -0.08033  -2.63516  2.29285  -0.133
N  1.62171  -3.89028  3.57898  0.140
N  0.82688  -2.04207  4.41072  0.138
H  1.85417  -4.56514  2.77584  0.157
H  2.31409  -3.87153  4.33571  0.121
H  0.33088  -1.13692  4.35703  0.058
H  0.70279  -2.53881  5.35013  0.151
C  2.05512  0.63800  -4.23549  -0.636
O  0.90906  0.59245  -4.86603  -0.027
N  2.28870  1.15183  -3.05452  0.088
N  2.48213  -0.44078  -3.71780  -0.001
H  2.87615  2.00176  -3.42857  0.166
H  1.42545  1.78350  -2.90907  0.076
H  3.04380  -0.90315  -4.59067  0.151
H  1.74932  -1.26612  -3.86168  0.089
C  -2.08665  2.69547  -2.47364  -0.035
C  -0.73708  2.53777  -3.12620  -0.664
C  -0.65609  3.36003  -4.45437  -0.017
O  0.26320  2.73806  -2.44707  -0.005
H  -2.18663  2.00038  -1.67061  0.041
H  -2.78203  2.57347  -3.26239  0.074
H  -2.30060  3.68824  -2.03437  0.094
H  -0.77739  1.47312  -3.39702  0.112
H  -1.52925  3.28245  -5.16373  0.095
H  0.09734  2.87950  -5.03726  0.042
H  -0.44584  4.37717  -4.28387  0.056
H  -0.00360  3.50299  -1.90064  0.152
C  1.28796  2.54585  0.53856  -0.046
C  1.92381  1.19634  0.49789  -0.593
C  1.34447  0.43471  1.65344  -0.066
O  1.69699  0.41312  -0.46680  0.000
H  0.22307  2.62373  0.74339  0.068
H  1.61194  3.09882  -0.32823  0.071
H  1.70162  3.18813  1.29547  0.073
H  2.97789  1.33747  0.74428  0.151
H  1.84423  0.70944  2.55445  0.077
H  1.47017  -0.66200  1.54111  0.104
H  0.30576  0.51563  1.74536  0.027
H  0.82467  0.04540  -0.20786  0.071
C  -1.79055  -0.47793  5.80342  -0.025
C  -0.87275  0.58262  5.23313  -0.636
C  0.44596  0.59427  6.03146  -0.032
O  -0.47418  0.36997  4.08671  -0.044
H  -2.70214  -0.44010  5.17620  0.094
H  -2.09847  -0.22737  6.84331  0.097
H  -1.38295  -1.48377  5.84506  0.066
H  -1.40497  1.51183  5.23302  0.138
H  0.36251  1.05830  7.05275  0.103
H  1.23932  1.09331  5.47841  0.088
H  0.82435  -0.34821  6.16934  0.023
H  -0.01381  1.18605  3.76850  0.145
C  -1.71737  0.28310  0.37114  -0.030
C  -1.41995  -0.95294  -0.42960  -0.563
C  -1.18822  -0.65588  -1.93689  0.019
O  -0.35233  -1.50320  -0.07388  -0.045
H  -1.72586  0.03942  1.41296  0.079
H  -2.72232  0.63403  0.32162  0.058
H  -1.03817  1.10563  0.15325  0.069
H  -2.20954  -1.61327  -0.17890  0.138
H  -0.39003  0.01601  -2.11377  0.062
H  -2.11057  -0.28751  -2.39987  0.094
H  -0.91961  -1.55227  -2.45097  0.054
H  -0.51997  -1.81572  0.80387  0.047



3.
The following is a quantum chemistry calculation of a cluster of 19 separate species, H39O19 in total in a non-equilibrium geometry, from the Open Molecules 2025 dataset.

Properties
- Expectation value of S²: 0.756
- E: -1451.9855 hartree
- Total charge: +2
- Gap between HOMO and LUMO (alpha / beta): 0.41816 / 0.11680 hartree
- HOMO (alpha / beta): -0.62825 / -0.59944 Eh
- Spin multiplicity: 2

Each line ends with the Löwdin spin population.
Positions of all 58 atoms, in Å:
O  -0.51393  -0.28135  -4.24516  0.000
H  1.01877  -3.48808  -1.26131  -0.001
H  -1.33014  -0.22258  -5.00837  0.000
O  0.77223  -0.87176  3.11331  0.054
H  -0.02742  -0.52079  2.86083  -0.001
H  -0.06239  3.91244  -1.28004  0.000
O  -3.25077  -1.83208  -2.01463  0.001
H  -4.92601  1.06661  1.53901  0.002
H  0.05556  -4.56351  -0.80471  0.001
O  -0.72842  3.44294  0.36386  0.000
H  1.70636  -3.74221  1.51496  0.000
H  -3.93533  -1.38947  -2.36499  0.000
O  1.52206  2.13684  2.69604  0.000
H  1.99930  3.03861  2.39084  0.000
H  -3.05227  -2.08525  0.14618  0.001
O  -2.60053  -2.45856  0.90716  0.066
H  -0.68817  0.05750  4.84759  0.000
H  2.08069  1.93558  -3.02152  0.000
O  2.61720  -3.55542  1.26600  0.039
H  0.11510  -1.87245  -0.26646  -0.004
H  1.62915  -0.55856  2.83662  -0.001
O  0.12014  -3.61675  -0.79015  0.035
H  1.50410  1.97919  3.59665  0.000
O  2.23951  1.49489  -0.00210  0.001
H  2.74019  0.67126  0.03192  0.000
H  1.40103  1.46601  0.45552  0.000
O  -0.59065  3.51091  -2.26984  0.000
H  -0.35090  2.75362  0.98983  0.000
H  2.85138  -0.04038  -4.25591  0.000
O  0.96868  -1.65752  0.16783  0.288
H  -2.54867  -1.44198  -2.10238  0.000
H  0.62797  2.74202  -2.46024  0.000
O  -4.01167  1.00641  1.26145  0.214
H  -3.45089  1.63351  1.84224  0.000
H  -1.17763  3.14195  -1.73418  0.000
O  -0.99926  0.01830  1.18576  0.217
H  -2.40641  -3.49470  0.77555  0.000
H  0.43923  0.14829  -0.53483  -0.005
O  -1.53872  0.03644  4.39964  0.015
H  -2.19459  0.60697  4.73125  0.000
H  2.95981  -0.45715  -3.01965  0.000
O  -2.19946  2.60884  2.42086  -0.002
H  -2.30228  2.64144  3.54306  0.000
H  3.05017  -3.60536  0.44722  0.000
O  0.26793  0.51860  -1.41836  0.082
H  -1.36901  2.19362  2.31961  0.000
H  -0.16349  -0.15396  -1.99324  0.000
O  1.78038  2.65059  -2.33215  0.000
H  0.16084  -0.75563  -4.77166  0.000
H  1.81866  2.08046  -1.44124  0.000
O  2.58784  0.26658  -3.43880  0.001
H  -0.64268  -0.65765  1.64206  -0.001
H  -1.56757  3.52112  0.88285  0.000
O  3.54926  -3.25404  -1.33212  0.001
H  2.68768  -2.95359  -0.89069  -0.001
H  4.06068  -2.47681  -1.67255  0.000
H  -1.93761  -0.22993  1.11905  -0.001
H  1.29230  -2.19110  0.86251  -0.001



Which value of E does entry 1 give? -510.3222 hartree



The highest E belongs to which entry? C7H7N3O



What is the E in the second record? -1684.0559 hartree